(1)
Computed, not measured: 2 unconnected molecules or ions with the total composition C30H25NO5S at a distorted geometry, with ωB97M-V/def2-TZVPD.

Computed properties:
Electronic energy in Ha: -1987.25468
Gap between HOMO and LUMO in eV: 6.08
Highest occupied orbital energy in eV: -8.1

```
! wB97M-V def2-TZVPD RIJCOSX def2/J DEFGRID3
* xyz 0 1
C -5.8011 3.8256 -0.6920
O -6.0247 2.7180 0.2117
C -5.1572 1.6735 0.1319
C -5.1634 0.7501 1.2024
C -4.2196 -0.2517 1.2435
C -3.3054 -0.4366 0.1807
C -2.3421 -1.5240 0.2079
C -1.8100 -1.9493 1.4525
C -0.9956 -3.0427 1.6454
C -0.5215 -3.5253 2.9155
C 0.3166 -4.6666 2.9309
C 0.7135 -5.2481 4.1299
C 0.2789 -4.7033 5.3487
C -0.5117 -3.5460 5.3529
C -0.9003 -2.9491 4.1523
C -1.9722 -2.1508 -1.0532
C -2.8883 -2.3282 -2.1342
C -2.5044 -2.9670 -3.2926
C -1.1658 -3.4197 -3.4531
O -0.8376 -4.0285 -4.6223
C 0.5666 -4.3110 -4.8489
C -0.2433 -3.2123 -2.4103
C -0.6616 -2.5862 -1.2550
C -3.3367 0.4783 -0.9011
C -4.2414 1.5215 -0.9373
H -6.6078 4.5179 -0.4541
H -4.8235 4.2911 -0.4993
H -5.8687 3.5068 -1.7412
H -5.9051 0.8654 1.9876
H -4.2088 -0.9463 2.0794
H -2.1202 -1.3798 2.3298
H -0.7393 -3.6760 0.8008
H 0.6446 -5.0752 1.9729
H 1.3636 -6.1248 4.1140
H 0.5696 -5.1768 6.2902
H -0.8241 -3.1017 6.2984
H -1.5044 -2.0418 4.1527
H -3.9151 -1.9745 -2.0244
H -3.2049 -3.1213 -4.1118
H 0.5836 -4.7636 -5.8378
H 1.1622 -3.3856 -4.8421
H 0.9628 -5.0142 -4.1020
H 0.7953 -3.5210 -2.5013
H 0.0719 -2.3889 -0.4789
H -2.6248 0.3851 -1.7214
H -4.2444 2.2217 -1.7724
C 5.8614 -0.3214 -0.0106
C 4.8665 -1.1713 -0.4970
C 3.6612 -1.2622 0.2005
C 3.4516 -0.5060 1.3340
C 4.4334 0.3313 1.8586
C 5.6554 0.4215 1.1666
S 1.8316 -0.8193 1.9949
O 1.9849 -1.4714 3.2763
O 1.0176 0.3687 1.9332
N 1.4927 -1.8618 0.7931
C 2.4930 -2.1352 -0.1019
O 2.4539 -2.9801 -1.0134
H 6.8102 -0.2348 -0.5414
H 4.9825 -1.7739 -1.3970
H 4.2406 0.8880 2.7735
H 6.4472 1.0718 1.5404
*
```


(2)
Computed, not measured: a molecular structure, C30H26Br2N2O5S2SiTeW at a distorted geometry, with ωB97M-V/def2-TZVPD.

Computed properties:
Electronic energy in Ha: -8213.39948
Gap between HOMO and LUMO (alpha / beta) in eV: 6.23 / 6.01
Highest occupied orbital energy (alpha / beta) in eV: -8.2 / -8.6
<S²>: 2.015

```
! wB97M-V def2-TZVPD RIJCOSX def2/J DEFGRID3
* xyz 0 3
W 0.3907 -0.1619 -0.2054
O -2.3163 4.5883 1.1047
C -1.5655 3.4788 1.2169
C -1.4753 2.7428 2.4122
C -0.7208 1.6087 2.4248
N -0.0628 1.2267 1.3286
C -0.1345 1.8980 0.1758
Br -0.8697 0.3371 -2.4993
C -0.8940 3.0417 0.1001
H -2.7681 4.7781 1.9328
H -2.0028 3.0530 3.3081
H -0.6162 0.9894 3.3086
H -0.9892 3.5889 -0.8315
Br -0.0002 -4.6089 -2.1726
C -1.6889 -3.7630 -2.0454
C -2.6757 -4.2946 -2.8633
C -3.9613 -3.7852 -2.8412
C -4.2677 -2.7252 -2.0040
C -3.2793 -2.1832 -1.2033
C -1.9767 -2.6855 -1.2069
C -1.0335 -2.0327 -0.2151
O -1.4107 -0.7439 0.1209
O 0.3072 -1.9401 -0.6787
H -2.4265 -5.1274 -3.5072
H -4.7230 -4.2191 -3.4785
H -5.2707 -2.3128 -1.9760
H -3.4978 -1.3373 -0.5693
O -2.0607 -5.8485 0.4159
S -1.5143 -5.2693 1.6059
O -0.9411 -6.1319 2.5904
N -0.3932 -4.1165 1.1697
C -0.9479 -2.8148 1.2427
S 0.1922 -1.7103 2.1766
C -2.2930 -2.8441 1.9578
C -3.0883 -1.7777 2.3534
C -4.2618 -2.0443 3.0452
C -4.6340 -3.3495 3.3641
C -3.8409 -4.4157 2.9797
C -2.6819 -4.1337 2.2766
H -2.7954 -0.7633 2.1302
H -4.8964 -1.2207 3.3518
H -5.5437 -3.5286 3.9230
H -4.1063 -5.4389 3.2185
Te 2.6369 -0.4635 1.5290
C 3.0134 1.5929 1.9552
C 3.2477 2.5355 0.9651
C 3.5328 3.8478 1.3275
C 3.5736 4.2199 2.6656
C 3.3346 3.2717 3.6519
C 3.0579 1.9575 3.2979
H 3.2094 2.2578 -0.0769
H 3.7322 4.5807 0.5529
H 3.7962 5.2447 2.9394
H 3.3750 3.5489 4.7000
H 2.8787 1.2162 4.0693
C 2.8251 3.7056 -3.3517
Si 3.5669 2.0063 -3.5091
C 5.3740 2.0536 -3.0882
C 3.2247 1.3031 -5.1921
C 2.6803 0.9460 -2.2964
C 1.9865 0.3385 -1.4966
H 3.3143 4.4002 -4.0433
H 2.9295 4.1047 -2.3369
H 1.7575 3.6744 -3.5933
H 5.9141 2.7191 -3.7704
H 5.8238 1.0578 -3.1592
H 5.5272 2.4191 -2.0671
H 3.6131 1.9457 -5.9888
H 2.1427 1.2044 -5.3204
H 3.6681 0.3087 -5.3009
*
```


(3)
Computed, not measured: a molecular structure, C30H26Br2N6O4S2Zr, with ωB97M-V/def2-TZVPD.

Computed properties:
Electronic energy in Ha: -7779.46766
Gap between HOMO and LUMO in eV: 7.35
Highest occupied orbital energy in eV: -13.0

```
! wB97M-V def2-TZVPD RIJCOSX def2/J DEFGRID3
* xyz 2 1
Zr -0.4997 -1.2335 0.4224
C -1.4608 -1.1715 3.7816
C -0.1975 -1.9561 3.5979
C 0.5222 -2.4888 4.6813
C 1.6726 -3.1948 4.4549
C 2.1367 -3.4066 3.1378
C 3.3171 -4.1105 2.7778
Br 4.4143 -4.8582 4.1095
C 3.6648 -4.2484 1.4646
C 2.8567 -3.7121 0.4377
Br 3.3744 -3.9273 -1.3493
C 1.6970 -3.0439 0.7329
O 0.8606 -2.5356 -0.1991
C 1.3563 -2.8738 2.1003
N 0.2175 -2.1513 2.3579
H -1.5294 -0.7539 4.7833
H -2.3317 -1.8116 3.6230
H -1.5232 -0.3338 3.0776
H 0.1630 -2.3219 5.6867
H 2.2391 -3.5970 5.2843
H 4.5649 -4.7821 1.1936
N -4.0547 2.3908 -5.9273
C -3.7802 1.7360 -4.7789
C -2.6169 0.9448 -4.6661
C -2.3343 0.2838 -3.4973
C -3.2120 0.3894 -2.4153
C -4.3742 1.1592 -2.5080
C -4.6481 1.8314 -3.6736
S -2.8880 -0.4128 -0.9369
O -4.0837 -0.6863 -0.2079
O -1.8621 0.3722 -0.1311
N -1.9639 -1.7156 -1.2414
C -2.3520 -2.9067 -0.6260
S -3.0767 -4.2916 -1.2799
C -2.8728 -5.0852 0.2327
C -2.2633 -4.2756 1.1288
N -1.9772 -3.0266 0.6324
H -3.4882 2.2596 -6.7457
H -4.9180 2.8911 -6.0410
H -1.9567 0.8443 -5.5182
H -1.4560 -0.3453 -3.4302
H -5.0579 1.2126 -1.6716
H -5.5521 2.4209 -3.7548
H -3.2171 -6.0957 0.3787
H -2.0139 -4.5301 2.1469
C 3.4799 4.0140 -0.3323
N 3.2149 2.6125 -0.0418
N 1.9453 2.1334 0.1285
C 2.0286 0.8334 0.4870
O 0.9486 0.1493 0.7161
C 3.3744 0.4877 0.5661
C 4.0857 1.6311 0.2323
C 5.5552 1.8515 0.1750
C 0.7534 2.9007 -0.0918
C 0.1927 2.9296 -1.3598
C -0.9653 3.6653 -1.5621
C -1.5489 4.3456 -0.5019
C -0.9791 4.3023 0.7633
C 0.1833 3.5770 0.9751
H 2.6441 4.4261 -0.8903
H 4.3762 4.0742 -0.9430
H 3.6198 4.5792 0.5883
H 3.7779 -0.4744 0.8285
H 6.0747 0.9266 0.4094
H 5.8642 2.6121 0.8931
H 5.8654 2.1766 -0.8186
H 0.6688 2.3965 -2.1745
H -1.4124 3.7062 -2.5456
H -2.4515 4.9197 -0.6638
H -1.4352 4.8388 1.5839
H 0.6444 3.5335 1.9537
*
```